Record 1
ORCA calculation (wB97M-V/def2-TZVPD) on C16H6IrN6S7 as an isolated structure.

```
! wB97M-V def2-TZVPD RIJCOSX def2/J DEFGRID3
* xyz 0 2
Ir -0.192 -1.096 -1.595
S 0.196 -3.595 -2.104
S 0.379 -3.864 -4.041
S -0.735 -2.286 -5.069
S -1.608 -1.138 -3.733
S 2.363 -1.114 -1.356
C 2.928 0.103 -2.421
C 4.305 0.084 -2.704
N 5.431 0.046 -2.919
C 2.115 1.074 -2.982
S 0.440 1.198 -2.667
C 2.635 2.042 -3.859
N 3.003 2.848 -4.588
S -1.170 2.106 5.310
N -1.689 2.544 3.846
C -1.380 1.593 2.978
C -1.674 1.589 1.576
C -2.322 2.635 0.912
C -2.605 2.490 -0.430
C -2.229 1.317 -1.079
N -1.559 0.346 -0.478
C -1.278 0.459 0.832
C -0.538 -0.622 1.446
N -0.121 -1.615 0.643
C 0.553 -2.624 1.162
C 0.880 -2.704 2.514
C 0.480 -1.690 3.360
C -0.251 -0.624 2.827
C -0.698 0.498 3.596
N -0.530 0.683 4.897
H -2.585 3.523 1.466
H -3.109 3.268 -0.979
H -2.458 1.158 -2.124
H 0.855 -3.400 0.471
H 1.448 -3.543 2.879
H 0.722 -1.686 4.412
*
```

Output
Lowest unoccupied orbital energy (spin up / spin down) ... -1.648 / -2.588 eV
Frontier orbital gap (spin up / spin down) ... 5.69 / 4.71 eV
Energy relative to the best compared isomer or geometry (same formula, charge and spin) ... 4.692 eV
DFT total energy ... -104314.5482 eV

Record 2
ORCA calculation (wB97M-V/def2-TZVPD) on C16H8BrCl4N2O3RhS as an isolated structure.

```
! wB97M-V def2-TZVPD RIJCOSX def2/J DEFGRID3
* xyz -1 6
Rh -0.253 0.125 0.147
Cl -4.581 -5.354 -0.145
C -3.681 -3.932 -0.527
C -4.219 -3.004 -1.478
Cl -5.748 -3.340 -2.197
C -3.535 -1.868 -1.809
Cl -4.154 -0.727 -2.940
C -2.266 -1.562 -1.218
O -1.608 -0.538 -1.537
C -1.722 -2.497 -0.215
O -0.636 -2.241 0.341
C -2.481 -3.692 0.074
Cl -1.800 -4.768 1.226
O -0.529 2.381 -0.209
N -1.768 2.743 0.042
C -2.243 3.806 -0.648
C -3.505 4.295 -0.446
C -4.316 3.663 0.500
C -3.828 2.579 1.181
C -2.530 2.081 0.961
S -1.926 0.700 1.793
H -1.529 4.204 -1.351
H -3.841 5.144 -1.023
H -5.321 4.016 0.687
H -4.430 2.053 1.909
Br 6.535 0.092 0.154
C 4.644 0.101 0.156
C 3.923 1.322 0.184
C 2.566 1.293 0.249
N 1.827 0.122 0.298
C 2.554 -1.060 0.310
C 3.911 -1.107 0.244
H 4.435 2.274 0.150
H 1.986 2.207 0.260
H 1.966 -1.967 0.375
H 4.409 -2.068 0.261
*
```

Output
Lowest unoccupied orbital energy (spin up / spin down) ... 2.342 / 0.773 eV
Frontier orbital gap (spin up / spin down) ... 4.15 / 6.43 eV
Energy relative to the best compared isomer or geometry (same formula, charge and spin) ... 0.000 eV
DFT total energy ... -159818.7807 eV

Record 3
ORCA calculation (wB97M-V/def2-TZVPD) on C16H9BrINO2Pt as an isolated structure.

```
! wB97M-V def2-TZVPD RIJCOSX def2/J DEFGRID3
* xyz 2 1
Pt 0.004 -0.123 -1.122
I 2.488 -0.466 -1.654
C 3.069 -0.375 0.332
C 4.364 -0.356 0.767
C 4.586 -0.399 2.157
C 3.535 -0.480 3.035
C 2.196 -0.501 2.579
C 1.081 -0.573 3.447
C -0.204 -0.568 2.964
C -0.442 -0.454 1.584
C 0.628 -0.377 0.719
C 1.966 -0.429 1.185
H 5.200 -0.320 0.081
H 5.600 -0.376 2.529
H 3.725 -0.514 4.100
H 1.249 -0.629 4.515
H -1.042 -0.632 3.643
H -1.465 -0.429 1.216
Br -2.035 -2.644 -1.580
C -2.723 -0.997 -2.154
C -3.970 -0.807 -2.719
C -4.323 0.487 -3.082
C -3.448 1.555 -2.879
C -2.227 1.285 -2.315
N -1.890 0.026 -1.971
C -1.145 2.293 -2.044
O -1.179 3.457 -2.230
O 0.030 1.755 -1.547
H -4.642 -1.639 -2.870
H -5.292 0.661 -3.531
H -3.695 2.571 -3.155
*
```

Output
Lowest unoccupied orbital energy (spin up / spin down) ... -9.721 / -9.720 eV
Frontier orbital gap (spin up / spin down) ... 5.60 / 5.60 eV
DFT total energy ... -103694.1242 eV

Record 4
ORCA calculation (wB97M-V/def2-TZVPD) on C16H9Cl2NO2S as an isolated structure.

```
! wB97M-V def2-TZVPD RIJCOSX def2/J DEFGRID3
* xyz 0 1
O -3.360 -3.671 0.119
C -2.440 -2.803 0.020
C -2.584 -1.232 -0.017
C -3.885 -0.707 -0.018
C -4.088 0.549 -0.155
C -3.209 1.634 0.037
C -3.791 2.881 0.145
C -5.090 3.022 -0.138
S -5.770 1.444 -0.096
H -5.694 3.797 -0.028
H -3.176 4.110 -0.013
H -2.209 1.588 -0.119
H -4.802 -1.480 -0.096
N -1.464 -0.689 0.039
C -0.665 -1.783 -0.119
C 0.700 -1.721 0.132
C 1.446 -0.665 0.048
C 2.799 -0.343 0.076
C 3.862 -1.239 -0.097
C 5.089 -1.086 0.084
C 5.558 0.164 -0.095
C 4.612 1.339 0.178
C 3.361 1.127 0.077
Cl 2.268 2.440 0.230
H 5.107 2.424 -0.199
Cl 7.384 0.477 -0.013
H 5.815 -2.149 -0.057
H 3.427 -2.197 -0.089
H 0.712 0.347 0.102
H 1.313 -2.679 0.088
O -1.225 -2.897 -0.028
*
```

Output
Lowest unoccupied orbital energy ... -2.136 eV
Frontier orbital gap ... 5.06 eV
DFT total energy ... -58193.2569 eV

Record 5
ORCA calculation (wB97M-V/def2-TZVPD) on one molecule with the formula C16H9FNO4PS.

```
! wB97M-V def2-TZVPD RIJCOSX def2/J DEFGRID3
* xyz 0 1
O -3.145 -2.010 -3.839
C -2.012 -2.315 -3.674
F -0.963 -1.544 -4.074
N -1.515 -3.472 -3.090
C -0.434 -3.357 -2.130
O 0.395 -4.210 -2.044
C -0.436 -2.149 -1.256
C -1.608 -1.700 -0.654
C -1.599 -0.594 0.185
P -3.222 -0.106 0.834
S -4.195 1.186 -0.242
C -0.396 0.086 0.405
C 0.775 -0.371 -0.202
C 0.756 -1.489 -1.025
C 2.094 0.303 0.000
O 3.070 -0.072 -0.607
C 2.143 1.426 0.958
C 3.365 2.022 1.242
C 3.418 3.088 2.120
C 2.255 3.563 2.714
C 1.035 2.973 2.435
C 0.974 1.901 1.555
C -0.347 1.299 1.267
O -1.370 1.767 1.711
H -2.312 -3.990 -2.732
H -2.542 -2.213 -0.840
H -3.849 -1.357 0.906
H -3.050 0.230 2.172
H 1.668 -1.836 -1.486
H 4.259 1.642 0.773
H 4.363 3.562 2.339
H 2.299 4.398 3.396
H 0.124 3.338 2.882
*
```

Output
Lowest unoccupied orbital energy ... -1.757 eV
Frontier orbital gap ... 7.02 eV
DFT total energy ... -49260.5761 eV

Record 6
ORCA calculation (wB97M-V/def2-TZVPD) on one molecule with the formula C17H10N4O4.

```
! wB97M-V def2-TZVPD RIJCOSX def2/J DEFGRID3
* xyz 0 1
O -3.327 -1.779 2.577
C -2.395 -1.449 1.845
O -2.108 -2.058 0.685
C -1.122 -1.503 -0.077
C -0.903 -2.138 -1.426
C -1.059 -3.531 -1.566
C -0.758 -4.156 -2.756
C -0.277 -3.453 -3.841
C -0.170 -2.064 -3.771
C -0.498 -1.367 -2.560
N -0.394 0.046 -2.551
O 0.522 0.566 -3.165
O -1.265 0.694 -1.968
N -0.274 -0.592 0.367
C -0.551 0.034 1.572
C -1.570 -0.377 2.325
C -1.552 0.420 3.511
N -0.524 1.260 3.535
N 0.056 1.095 2.295
C 0.975 2.028 1.810
C 1.750 2.790 2.711
C 2.594 3.778 2.209
C 2.800 3.999 0.826
C 2.076 3.199 -0.077
C 1.185 2.217 0.422
H -1.369 -4.132 -0.715
H -0.932 -5.232 -2.809
H 0.004 -3.988 -4.724
H 0.193 -1.520 -4.646
H -2.276 0.336 4.309
H 1.658 2.691 3.779
H 3.212 4.378 2.853
H 3.404 4.797 0.458
H 2.248 3.368 -1.135
H 0.644 1.642 -0.303
*
```

Output
Lowest unoccupied orbital energy ... -1.278 eV
Frontier orbital gap ... 7.32 eV
Energy relative to the best compared isomer or geometry (same formula, charge and spin) ... 0.000 eV
DFT total energy ... -31937.6659 eV

Record 7
ORCA calculation (wB97M-V/def2-TZVPD) on C17H10N4S3Zn as an isolated structure.

```
! wB97M-V def2-TZVPD RIJCOSX def2/J DEFGRID3
* xyz -2 1
Zn -0.299 0.937 0.115
S 1.033 2.400 -0.939
C 1.479 5.570 -0.249
C 2.859 5.894 -0.170
N 4.021 6.108 -0.213
C -0.905 4.151 0.367
S -1.640 2.636 0.610
C -1.824 5.212 0.028
N -2.715 5.976 -0.113
S 0.923 3.903 0.459
C 0.623 6.655 -0.040
N -0.121 7.544 0.200
C 3.495 -2.913 -0.245
C 2.292 -3.628 -0.177
C 1.183 -3.070 0.345
C 0.970 -1.619 0.156
C 2.130 -0.871 -0.018
C 3.348 -1.532 -0.044
N -0.283 -1.076 0.049
C -1.392 -1.858 -0.280
C -1.407 -3.257 -0.427
C -2.440 -3.983 -0.029
C -3.643 -3.350 0.381
C -3.733 -1.954 0.219
C -2.641 -1.196 0.049
H 4.544 -3.342 -0.459
H 2.250 -4.687 -0.313
H 0.406 -3.590 0.768
H 2.031 0.194 -0.236
H 4.213 -0.880 0.092
H -0.598 -3.791 -0.965
H -2.404 -5.062 -0.075
H -4.471 -4.002 0.571
H -4.679 -1.424 0.403
H -2.605 -0.097 0.178
*
```

Output
Lowest unoccupied orbital energy ... 4.259 eV
Frontier orbital gap ... 4.59 eV
DFT total energy ... -104672.2002 eV

Record 8
ORCA calculation (wB97M-V/def2-TZVPD) on C17H11Br4N4O6SW as an isolated structure.

```
! wB97M-V def2-TZVPD RIJCOSX def2/J DEFGRID3
* xyz 3 1
W 0.766 0.233 -0.067
O -0.420 -4.713 3.913
C 0.264 -3.743 3.332
O 1.457 -3.745 3.253
C -0.454 -2.550 2.753
C -1.178 -1.547 3.386
N -1.215 -0.481 2.562
N -0.589 -0.737 1.420
C -0.133 -1.993 1.524
C 0.607 -2.465 0.342
O 1.342 -3.366 0.207
O 0.388 -1.476 -0.695
H -1.380 -4.614 3.839
H -1.661 -1.517 4.352
H -1.670 0.411 2.719
Br -2.600 5.660 -2.629
C -1.384 4.286 -2.373
C -0.404 4.005 -3.339
Br -0.314 4.983 -4.905
C 0.530 2.949 -3.150
Br 1.805 2.445 -4.399
C 0.445 2.267 -1.974
O 1.201 1.170 -1.583
C -0.535 2.527 -1.031
O -0.494 1.582 -0.027
C -1.470 3.517 -1.188
Br -2.723 3.791 0.149
C 6.115 -2.612 1.613
C 4.992 -1.926 0.922
C 4.632 -2.121 -0.392
C 3.540 -1.458 -0.935
N 2.845 -0.604 -0.134
C 3.188 -0.407 1.126
S 2.145 0.707 1.934
N 4.241 -1.040 1.646
C 3.152 -1.643 -2.356
H 7.010 -2.575 0.991
H 5.850 -3.665 1.743
H 6.336 -2.185 2.590
H 5.204 -2.807 -1.003
H 4.488 -0.873 2.619
H 3.055 -2.709 -2.573
H 3.961 -1.262 -2.986
H 2.235 -1.130 -2.621
*
```

Output
Lowest unoccupied orbital energy (spin up / spin down) ... -12.461 / -12.468 eV
Frontier orbital gap (spin up / spin down) ... 4.22 / 4.21 eV
DFT total energy ... -328856.5618 eV